Formula: C37H74Br12FN2O6P
Source: the Open Molecules 2025 dataset
Level of theory: ωB97M-V with the def2-TZVPD basis set

XYZ file:
```
133
Properties=species:S:1:pos:R:3:forces:R:3
C -6.9715 5.1635 -0.9884 0.4 0.3 0.2
C -5.7895 5.6541 -0.1306 -0.4 -0.2 -0.2
O -5.3510 4.6085 0.7356 0.3 0.0 0.2
C -4.0171 4.2019 0.4870 -0.1 0.6 -0.4
C -3.9838 3.3789 -0.7969 -0.2 -0.6 0.6
O -2.7600 2.6488 -0.9074 -0.3 0.2 -0.6
C -1.8747 3.1076 -1.8643 0.7 0.9 0.9
C -1.5309 4.5966 -1.7453 0.0 -0.8 0.1
F -2.3791 2.8941 -3.1330 -0.1 -0.3 0.0
O -0.7037 2.4015 -1.6629 0.1 -0.2 -0.8
C -0.6321 1.1391 -2.3429 -0.1 0.3 0.1
C 0.4783 0.3031 -1.7202 -1.4 -1.1 -0.3
C 0.0390 -1.1698 -1.8055 1.0 0.4 -0.2
C -0.4957 -1.6102 -3.1466 -0.4 -0.7 0.3
N -1.1142 -2.7142 -3.2736 1.0 0.9 -0.1
O 1.7309 0.3452 -2.3696 0.0 0.6 0.2
C 2.4711 1.5543 -2.3492 1.0 0.8 0.7
C 3.9333 1.1210 -2.6540 -0.7 -0.3 -0.9
C 4.8797 2.2229 -3.0437 0.1 0.1 0.1
N 5.5274 2.1348 -4.1219 0.3 -0.1 -0.1
C 2.5090 2.3266 -1.0132 0.1 -0.3 0.8
C 2.8889 1.4684 0.2249 -0.7 0.0 -0.3
C 2.2216 2.0099 1.5102 0.0 -0.4 -0.4
C 0.8992 1.3311 1.8843 0.1 -0.5 0.1
C 1.0351 -0.2050 2.0642 -0.3 0.7 0.0
C 0.4430 -0.6386 3.4035 0.7 -0.1 0.1
C 0.8020 -2.0732 3.7796 -0.1 -0.2 -0.5
C 2.3110 -2.3786 3.8010 -0.4 0.4 0.2
C 3.1813 -1.3004 4.4350 0.7 -0.2 0.0
C 4.6942 -1.5455 4.1834 -0.8 0.3 0.2
C 5.2939 -0.4931 3.2782 0.7 -0.4 0.1
O 5.6253 0.6601 4.0297 -0.2 0.1 -0.1
C 6.0633 1.7212 3.2104 0.1 0.3 0.1
P 2.0408 2.7508 -3.7128 0.5 -0.1 -0.9
O 2.4431 2.3152 -5.0687 -0.2 -0.3 -0.3
H -7.1023 4.1027 -0.7960 -0.1 -0.1 -0.1
H -6.7428 5.3095 -2.0423 -0.2 0.0 -0.1
H -7.8895 5.6912 -0.7449 -0.1 0.0 0.0
H -6.0521 6.5121 0.4880 -0.1 0.0 0.0
H -4.9888 5.9782 -0.7988 0.2 0.0 0.1
H -3.6309 3.6138 1.3170 -0.3 -0.2 0.1
H -3.3985 5.1029 0.4234 0.2 -0.1 -0.1
H -4.7763 2.6386 -0.6854 0.0 -0.1 -0.1
H -4.2197 3.9641 -1.6838 0.2 0.1 -0.1
H -0.5537 4.7215 -2.2012 -0.1 0.3 -0.2
H -2.2837 5.2080 -2.2315 0.0 0.1 0.0
H -1.4432 4.8172 -0.6855 0.0 0.2 0.0
H -1.6039 0.6500 -2.2564 0.1 -0.2 0.2
H -0.4685 1.2661 -3.4154 0.1 0.2 0.0
H 0.4905 0.5277 -0.6584 0.5 0.4 0.1
H -0.6480 -1.4028 -0.9921 -0.3 0.0 -0.2
H 0.9415 -1.7567 -1.6059 0.0 -0.1 0.0
H -0.3499 -1.0249 -4.0513 0.1 0.2 0.1
H -1.1237 -3.1279 -2.3378 -0.1 -0.2 0.0
H 4.3027 0.5052 -1.8346 0.0 0.2 0.2
H 3.8680 0.4690 -3.5257 0.1 0.0 0.0
H 4.9865 3.1080 -2.4090 -0.1 -0.1 0.2
H 6.1216 2.9527 -4.2491 0.0 0.0 -0.1
H 3.2856 3.0891 -1.0800 -0.1 0.2 -0.3
H 1.5879 2.8586 -0.7730 -0.2 -0.1 -0.3
H 2.5502 0.4523 0.0212 0.1 -0.2 0.2
H 3.9692 1.4044 0.3501 0.1 0.1 -0.1
H 2.0373 3.0764 1.3651 0.2 0.1 0.3
H 2.9066 1.8695 2.3483 0.0 0.2 0.1
H 0.6022 1.7169 2.8621 -0.1 0.3 -0.1
H 0.1000 1.5698 1.1810 0.0 0.1 -0.1
H 2.1012 -0.4241 2.0210 0.0 -0.3 0.1
H 0.5494 -0.7550 1.2556 0.1 -0.1 -0.1
H 0.8608 0.0435 4.1486 -0.2 0.0 0.2
H -0.6379 -0.4817 3.4158 -0.1 -0.1 0.0
H 0.3167 -2.3592 4.7132 0.1 0.1 0.1
H 0.3691 -2.7271 3.0167 -0.1 -0.1 0.1
H 2.4591 -3.3001 4.3670 0.1 -0.1 -0.2
H 2.6412 -2.5600 2.7757 0.1 0.0 0.0
H 2.9686 -0.3067 4.0422 -0.2 0.0 0.1
H 3.0140 -1.2659 5.5121 -0.2 0.1 0.0
H 5.1999 -1.5236 5.1475 0.4 -0.1 -0.1
H 4.8417 -2.5255 3.7287 0.1 -0.1 0.0
H 4.6235 -0.2416 2.4460 -0.1 0.0 0.0
H 6.2198 -0.8984 2.8462 0.0 0.1 -0.2
H 5.2918 2.4888 3.0996 -0.1 -0.1 0.0
H 6.9297 2.1990 3.6680 0.0 -0.1 0.1
H 6.3569 1.3768 2.2160 0.0 -0.1 0.0
H 0.6839 3.1164 -3.6817 0.0 0.1 0.5
H 2.7576 3.9182 -3.3725 -0.3 0.0 0.6
Br 2.3391 -7.0308 -1.4643 0.0 0.0 0.1
C 0.6285 -7.6497 -2.1637 0.2 0.1 -0.1
C -0.3612 -6.5268 -2.3019 -0.1 -0.1 0.2
Br -1.0992 -6.0087 -0.5756 0.7 -0.3 0.5
H 0.2819 -8.4322 -1.4979 -0.1 0.0 0.0
H 0.8571 -8.0787 -3.1368 0.0 0.0 0.0
H -1.2140 -6.8456 -2.8945 0.0 0.0 0.0
H 0.0677 -5.6321 -2.7433 0.0 0.0 0.0
Br -2.8229 -1.3704 6.1061 0.5 -2.5 0.6
C -3.7986 -1.4403 4.4152 -0.2 -2.0 0.1
C -4.0228 -2.8750 3.9995 0.1 0.0 -0.3
Br -2.3727 -3.6154 3.2966 -0.1 -0.2 0.0
H -3.2267 -0.9067 3.6712 0.1 -0.2 -0.1
H -4.7523 -0.9577 4.5859 -0.2 -0.2 0.0
H -4.7430 -2.9225 3.1848 0.0 0.0 0.0
H -4.3506 -3.5202 4.8074 0.0 0.1 0.1
Br -3.5291 1.0037 5.0115 -0.2 4.9 -0.1
C -3.3727 2.9479 5.2161 -0.3 -0.2 -0.4
C -2.1551 3.4696 4.4998 0.1 0.2 0.2
Br -0.5192 3.0735 5.4792 0.0 -0.1 -0.1
H -3.3590 3.1536 6.2814 0.1 0.0 0.0
H -4.2760 3.3694 4.7783 0.0 0.1 0.0
H -2.1873 4.5543 4.4235 0.0 0.0 0.0
H -2.0361 3.0415 3.5091 0.0 0.0 0.0
Br 0.3102 -11.1581 -0.6429 0.0 0.0 0.0
C 1.2516 -10.2001 0.7682 0.0 -0.2 -0.1
C 0.5644 -10.3573 2.0969 -0.1 0.2 0.2
Br -1.0273 -9.2471 2.2242 0.0 -0.1 0.0
H 1.3264 -9.1636 0.4533 0.0 0.0 0.1
H 2.2453 -10.6408 0.7979 0.0 0.0 0.0
H 1.2147 -10.0170 2.8997 0.0 0.0 0.0
H 0.2523 -11.3777 2.2929 0.0 0.0 0.0
Br -2.9880 -4.6150 -2.6472 -1.8 -0.4 -0.5
C -4.7259 -5.1926 -3.3107 0.3 0.0 0.0
C -5.6927 -4.0425 -3.3912 -0.2 -0.1 0.1
Br -6.3715 -3.5495 -1.6337 0.1 0.1 0.0
H -5.0713 -5.9880 -2.6575 -0.1 0.0 0.0
H -4.5352 -5.5975 -4.3025 0.0 0.0 0.0
H -6.5719 -4.3202 -3.9687 0.0 0.0 0.0
H -5.2468 -3.1500 -3.8171 0.1 0.0 0.0
Br 2.0052 6.5400 -4.4117 0.0 0.2 0.1
C 2.4920 6.9141 -6.2553 -0.2 -0.1 0.0
C 3.1460 5.7149 -6.8924 0.2 0.0 -0.1
Br 4.9827 5.5065 -6.2883 0.0 0.0 0.0
H 3.1324 7.7896 -6.2437 0.1 0.0 0.0
H 1.5583 7.1562 -6.7578 0.0 -0.1 0.0
H 3.2101 5.8457 -7.9703 0.0 0.0 0.0
H 2.6343 4.7820 -6.6698 0.0 0.0 0.1
```
Forces are in eV/Å.

Output
- Largest force on an atom: 4.90 eV/A
- Kohn-Sham gap: 9.0 eV
- Total energy: -907346.9890 eV

=====

Formula: FHNaO2P
Source: the Open Molecules 2025 dataset
Level of theory: ωB97M-V with the def2-TZVPD basis set

XYZ file:
```
6
Properties=species:S:1:pos:R:3:forces:R:3
P 1.8994 0.4737 0.0140 0.4 -4.0 0.0
O 2.6887 -0.8133 -0.1289 0.3 2.6 0.0
O 0.4598 -0.2982 0.2319 0.2 -1.9 -0.5
H 0.7711 -1.3304 0.1148 -1.0 3.3 0.5
F -3.9343 -0.1458 -0.3620 0.3 0.1 0.0
Na -1.9721 0.1396 -0.2431 -0.2 -0.1 0.1
```
Forces are in eV/Å.

Output
- Largest force on an atom: 4.05 eV/A
- Kohn-Sham gap: 7.3 eV
- Total energy: -20535.0538 eV

=====

Formula: C36H30BeF24P3
Source: the Open Molecules 2025 dataset
Level of theory: ωB97M-V with the def2-TZVPD basis set

XYZ file:
```
94
Properties=species:S:1:pos:R:3:forces:R:3
Be 2.2693 4.3060 -3.1707 2.2 0.7 -1.6
P 4.2291 5.5116 -1.0308 -0.3 -2.2 -0.3
F 3.2513 6.4385 -0.1792 0.6 -0.6 -0.8
F 2.4602 4.7353 -1.7796 -0.4 0.4 0.2
F 4.1264 6.4190 -2.3707 -0.1 0.8 2.3
F 4.9090 4.4729 -2.0672 0.4 -0.1 1.5
F 5.5463 6.0741 -0.2935 -1.5 -1.0 -1.3
F 3.8681 4.1633 -0.0546 1.2 2.8 -0.9
P -1.1386 3.9750 -3.1996 0.8 -0.4 1.2
F -2.5897 3.6175 -2.7679 -0.7 0.9 -0.7
F -1.0150 2.5293 -3.6732 1.7 -0.6 0.4
F 3.2146 4.8515 -4.2614 -2.0 -1.1 1.1
F 0.6831 4.1576 -3.5701 -1.1 -0.7 1.8
F -1.1350 4.7185 -4.4939 -2.3 1.6 -0.8
F -1.0713 4.8600 -1.8973 1.8 -0.9 -1.9
P -0.4409 -2.8059 2.1962 1.3 2.6 -0.2
F -0.3128 -1.4144 1.1821 0.0 -0.5 1.4
F -2.0200 -2.7257 1.8910 -0.4 -0.8 0.1
F -0.2079 -3.6248 0.8323 0.1 -0.8 0.6
F -0.5113 -4.0511 3.1562 -0.3 -1.9 -0.8
F 1.1812 -2.6665 2.4932 -0.7 -0.3 -0.8
F -0.6922 -1.9732 3.5574 -0.2 1.6 -0.4
F 0.4039 -0.4474 -2.9922 -0.7 -0.7 -0.4
C -0.2291 -1.5799 -3.4734 0.9 1.1 1.0
C -0.7199 -2.4834 -2.5600 -0.2 -0.5 0.2
C -1.3334 -3.6080 -3.0953 -0.6 -1.1 0.0
C -1.3668 -3.8805 -4.4736 -0.8 -0.1 0.5
C -0.7820 -2.9529 -5.3021 -0.1 1.0 -1.4
C -0.2727 -1.7358 -4.8265 0.3 0.1 -0.6
H -0.6279 -2.3436 -1.4766 -0.1 0.1 -0.5
H -1.8480 -4.3305 -2.4473 0.5 0.5 -0.1
H -1.9901 -4.7236 -4.8829 1.1 0.8 0.5
H -0.7961 -3.0826 -6.3824 -0.1 -0.1 0.1
H 0.1052 -0.8855 -5.4437 -0.3 -1.1 0.3
F 0.0860 3.8182 0.9853 0.5 0.5 -1.3
C -0.3721 3.4532 2.1648 -0.9 -0.6 1.4
C -0.5545 2.1019 2.4217 0.3 -0.5 -0.8
C -1.0023 1.6970 3.6564 0.3 0.8 0.2
C -1.2916 2.6604 4.6094 -1.4 -0.8 1.4
C -1.2178 4.0156 4.3500 0.9 -0.6 -0.6
C -0.7020 4.4181 3.0945 -0.4 -0.1 1.1
H -0.3382 1.3570 1.6497 0.1 0.3 0.2
H -1.0697 0.6708 3.9310 -0.1 -0.7 -0.2
H -1.7501 2.2857 5.5691 0.8 0.6 -0.9
H -1.4573 4.6577 5.1904 0.0 0.5 -0.5
H -0.5628 5.4543 2.8679 0.1 0.4 -0.2
F 3.8390 0.4046 3.1446 -0.7 2.1 0.1
C 4.7810 -0.4876 3.2283 1.2 -2.5 0.5
C 4.3472 -1.7652 2.8721 -0.4 -0.3 0.1
C 5.1949 -2.8429 3.0070 0.7 -0.4 0.5
C 6.5174 -2.5991 3.4717 -1.3 -0.9 -0.5
C 6.9465 -1.3549 3.8242 0.6 0.7 0.1
C 6.0428 -0.2702 3.7658 -0.2 -0.1 -0.5
H 3.2856 -1.8460 2.6176 0.4 -0.2 -0.1
H 4.8505 -3.8896 2.8592 0.2 1.0 -0.1
H 7.1846 -3.4178 3.6343 0.3 -0.5 -0.2
H 8.0281 -1.3076 4.1166 -1.3 0.6 0.0
H 6.2645 0.7159 4.1125 0.4 0.4 0.1
F -4.1776 2.7062 -0.0584 0.7 -0.1 -0.6
C -4.4765 1.6955 0.7790 -0.8 0.5 0.8
C -5.5858 1.9166 1.5582 -0.6 -0.6 1.4
C -5.9474 0.9442 2.5508 -0.4 0.9 -1.5
C -5.2817 -0.2510 2.6307 0.7 -0.7 -0.9
C -4.1527 -0.4184 1.7666 0.1 -0.8 2.3
C -3.6928 0.5584 0.9372 -0.7 0.8 -0.6
H -6.1690 2.8481 1.4865 0.5 -0.5 -0.1
H -6.8471 1.1408 3.1171 0.1 0.0 0.2
H -5.6246 -1.0853 3.2790 0.5 0.8 -0.4
H -3.4505 -1.2332 1.9590 -0.6 -0.1 -0.3
H -2.7621 0.4381 0.4372 0.6 -0.1 -0.5
F 2.8326 2.4065 -3.0047 -1.2 -0.4 0.4
C 3.0770 1.3551 -2.0703 0.3 1.0 0.2
C 2.0967 0.7821 -1.2398 0.6 -0.1 0.0
C 2.5123 -0.2419 -0.3476 2.4 0.7 -1.5
C 3.9364 -0.5671 -0.3742 -1.6 -0.1 -0.5
C 4.8667 0.0842 -1.2281 -1.1 -0.6 1.6
C 4.4319 1.1066 -2.0400 -0.4 -1.2 0.6
H 1.0347 1.0458 -1.2723 0.6 0.1 -0.2
H 1.7615 -0.7624 0.2637 0.6 0.2 -0.2
H 4.2421 -1.4321 0.2028 0.2 0.2 0.2
H 5.9381 -0.1106 -1.2027 -0.3 -0.3 0.2
H 5.2039 1.5717 -2.6007 -0.2 0.9 -0.8
F -5.9149 -6.3400 -2.9572 1.3 0.5 0.7
C -5.1577 -5.3309 -2.3135 -2.1 -2.0 -0.9
C -5.6311 -4.0995 -2.6056 1.0 2.6 0.8
C -5.0429 -3.0046 -1.9425 0.6 0.0 1.2
C -4.0272 -3.2656 -0.9634 -2.1 0.3 -1.2
C -3.6664 -4.5821 -0.7136 1.0 1.2 0.8
C -4.2171 -5.6538 -1.3692 -0.1 -0.1 -0.9
H -6.4223 -3.9042 -3.2896 -0.5 -0.3 -0.5
H -5.4407 -1.9710 -2.0831 0.5 -1.0 0.0
H -3.6398 -2.4832 -0.3192 0.1 0.0 -0.3
H -2.8813 -4.6264 0.0244 0.1 -0.8 0.2
H -3.9217 -6.6807 -1.2837 0.1 -0.3 0.4
```
Forces are in eV/Å.

Output
- Largest force on an atom: 3.17 eV/A
- Kohn-Sham gap: 7.5 eV
- Total energy: -131325.6039 eV
- Net charge: -1

=====

Formula: C14H50N8O11
Source: the Open Molecules 2025 dataset
Level of theory: ωB97M-V with the def2-TZVPD basis set

XYZ file:
```
83
Properties=species:S:1:pos:R:3:forces:R:3
C -0.0242 1.7948 4.6783 -1.2 0.8 0.3
C 1.4625 1.6192 4.3867 0.3 -0.7 -0.9
O 2.1369 1.2340 5.5579 0.3 0.0 1.5
H -0.5641 0.9546 5.1541 0.9 0.1 0.0
H -0.7077 2.0443 3.8568 0.8 -0.2 -0.7
H -0.2047 2.6887 5.2944 0.4 -0.4 0.4
H 1.9782 2.5274 4.0010 -0.8 -0.3 0.0
H 1.6647 0.7949 3.6870 -0.6 0.5 -0.4
H 2.6837 0.4572 5.4167 -0.1 0.2 -0.1
C -1.8352 3.8938 -3.5182 -0.7 -1.4 -0.3
C -2.5920 2.7050 -2.8687 0.7 3.1 2.7
O -2.5091 1.6065 -3.6690 -0.3 -2.0 -1.4
H -0.7951 3.7137 -3.4447 1.2 -0.1 0.1
H -1.9996 4.8878 -3.1990 -0.6 0.8 0.9
H -2.0912 3.8599 -4.5632 -0.1 0.1 -0.7
H -3.6216 2.9620 -2.6557 -0.3 0.1 0.1
H -2.1320 2.4371 -1.8856 -0.3 0.4 -0.6
H -3.2838 1.6158 -4.2245 -0.1 -0.3 -0.6
C -0.3418 -1.8151 3.6234 0.9 1.2 0.8
C -0.3890 -2.0983 5.1113 -0.9 1.0 0.2
O -1.7285 -1.9591 5.6526 0.4 0.3 -2.5
H 0.6777 -1.5116 3.3916 0.4 -0.7 0.0
H -0.7788 -0.8611 3.2811 -0.8 -0.8 0.3
H -0.5568 -2.7216 3.1014 -0.5 -0.1 -0.9
H 0.2963 -1.4569 5.6514 0.1 0.5 0.2
H -0.0337 -3.0862 5.2595 0.3 -1.2 0.2
H -1.7090 -2.1091 6.5673 0.2 -0.4 1.9
C -1.3357 -2.1071 -3.0742 2.1 -8.5 1.6
O -1.1259 -3.1962 -2.3617 -1.0 3.6 -1.8
N -1.4933 -0.9626 -2.5781 -1.6 5.2 2.2
N -1.1966 -2.1822 -4.3897 -0.4 -2.2 -3.1
H -1.8531 -0.8958 -1.6016 -0.2 0.1 -0.7
H -1.6426 -0.1481 -3.1710 -0.1 -0.5 0.3
H -1.2651 -3.1736 -4.7657 0.3 2.0 0.7
H -1.6760 -1.4822 -4.9316 0.1 -0.1 -0.3
C -1.8264 3.3398 0.9547 5.6 3.0 -5.2
O -1.0296 4.1914 0.1540 -4.4 -3.7 3.8
N -1.7507 2.0617 0.7750 1.2 -3.2 -1.6
N -2.6478 3.6699 1.8850 -2.3 1.4 2.9
H -1.0641 1.8202 0.0050 -1.1 -0.4 1.7
H -2.0370 1.4042 1.5185 0.4 0.5 -1.0
H -2.6746 4.6232 1.9866 -0.3 2.8 0.6
H -2.7768 3.1916 2.7715 0.1 -0.4 -0.7
C 3.8100 -1.5600 1.2238 9.6 -2.7 -1.7
O 5.0846 -2.0696 1.4691 -6.4 2.2 -1.3
N 3.3556 -1.2754 0.0192 -0.2 0.1 -3.6
N 2.9842 -1.2267 2.1027 -3.8 1.9 6.3
H 3.9028 -1.5712 -0.7850 -0.2 0.1 0.5
H 2.4257 -0.8524 -0.1802 1.7 -0.8 0.5
H 3.2826 -1.1485 3.0509 0.7 -0.7 0.4
H 2.2138 -0.5545 1.9753 0.1 -0.5 -1.0
C 0.5845 0.1291 -0.0262 1.0 1.0 7.2
O 0.7584 -0.0025 1.3042 -0.8 1.0 -4.8
N 0.5763 -0.8827 -0.8178 -0.2 -4.4 -0.7
N 0.4767 1.2954 -0.6245 0.4 2.2 -2.3
H 0.5794 -1.8367 -0.3545 -0.1 1.2 -0.1
H -0.1031 -0.8440 -1.5555 0.1 0.1 -0.9
H 0.7772 2.1481 -0.1581 -0.2 -0.3 0.0
H 0.5104 1.3011 -1.7027 0.1 0.2 1.9
C 3.3415 -0.2139 -3.1870 1.7 3.0 -2.1
O 2.1969 -0.9218 -3.1396 -1.1 -2.0 -1.2
H 3.7652 -0.1832 -4.2633 -0.5 -0.6 1.6
H 4.1087 -0.5890 -2.4983 0.1 0.5 -0.2
H 3.0743 0.8925 -3.0733 0.9 -1.0 0.6
H 1.6766 -0.6169 -2.4196 -0.7 0.1 1.0
C 0.5262 1.3500 -4.6158 -1.8 1.5 -0.7
O 0.1440 1.4523 -3.2484 0.3 0.2 -0.6
H -0.2095 0.7351 -5.0609 -0.8 -1.0 -0.8
H 1.4360 0.8954 -4.8596 1.6 -0.4 0.5
H 0.3893 2.3161 -5.1489 0.5 -0.3 0.5
H -0.8155 1.6137 -3.3357 0.7 -0.1 0.3
C 1.3424 -3.9284 -0.2544 0.6 -1.6 0.5
O 0.9656 -3.0361 0.7893 0.9 0.6 0.3
H 0.4506 -4.4920 -0.4811 -0.6 0.4 -0.7
H 1.9534 -4.7902 0.1245 0.4 1.2 -0.2
H 1.7890 -3.4414 -1.1495 -0.3 -0.3 0.6
H 1.7317 -2.4994 1.1426 -1.0 -1.2 -0.4
C -2.3193 -2.0030 0.5832 1.7 0.5 1.2
O -2.4776 -0.8365 -0.1718 0.3 1.4 -0.6
H -1.9406 -1.7289 1.5750 -0.5 -0.3 0.0
H -1.5474 -2.6234 0.1550 0.0 -0.2 -0.5
H -3.2519 -2.4504 0.5632 -1.6 -1.6 0.5
H -3.1553 -0.2823 0.2129 -0.1 0.1 0.0
```
Forces are in eV/Å.

Output
- Largest force on an atom: 10.12 eV/A
- Kohn-Sham gap: 8.4 eV
- Total energy: -49768.3117 eV
- SMILES: NC(N)=O.NC(N)=O.NC(N)=O.NC(N)=O.CCO.CCO.CCO.CO.CO.CO.CO

=====

| no. | HOMO energy (eV) |
| --- | --- |
| 1 | -8.838 |
| 2 | -9.098 |
| 3 | -7.027 |
| 4 | -8.689 |